Record 1
{"formula": "C41H61Br42N5O5P", "method": "the ωB97M-V functional and the def2-TZVPD basis", "symbols": ["C", "C", "C", "N", "C", "N", "C", "N", "C", "C", "C", "O", "N", "C", "C", "C", "C", "C", "C", "P", "O", "O", "O", "N", "C", "C", "C", "C", "C", "C", "C", "C", "C", "C", "C", "C", "O", "C", "H", "H", "H", "H", "H", "H", "H", "H", "H", "H", "H", "H", "H", "H", "H", "H", "H", "H", "H", "H", "H", "H", "H", "H", "H", "H", "H", "H", "H", "H", "H", "H", "H", "H", "H", "H", "H", "H", "H", "H", "H", "H", "H", "H", "H", "H", "H", "C", "Br", "Br", "Br", "H", "C", "Br", "Br", "Br", "H", "C", "Br", "Br", "Br", "H", "C", "Br", "Br", "Br", "H", "C", "Br", "Br", "Br", "H", "C", "Br", "Br", "Br", "H", "C", "Br", "Br", "Br", "H", "C", "Br", "Br", "Br", "H", "C", "Br", "Br", "Br", "H", "C", "Br", "Br", "Br", "H", "C", "Br", "Br", "Br", "H", "C", "Br", "Br", "Br", "H", "C", "Br", "Br", "Br", "H", "C", "Br", "Br", "Br", "H"], "xyz": [[-4.2363, 3.7002, 3.7083], [-3.0683, 4.7529, 3.7385], [-1.6858, 3.9685, 3.5531], [-1.8039, 3.1065, 2.3456], [-2.0374, 3.8133, 1.1742], [-2.1364, 2.8217, 0.2193], [-1.9794, 1.5825, 0.8330], [-2.0557, 0.3867, 0.2186], [-2.2802, 0.4385, -1.2709], [-3.8376, 0.3873, -1.5036], [-4.3280, 1.1581, -2.7629], [-3.7126, 2.0046, -3.3562], [-5.6888, 0.8301, -3.2378], [-6.4905, 0.4044, -2.0896], [-7.0730, 1.3827, -1.1513], [-7.8433, 0.9704, 0.0336], [-8.0645, -0.4451, 0.3573], [-7.5075, -1.4275, -0.5866], [-6.7395, -1.0132, -1.7615], [-1.9647, -1.1959, 0.8640], [-2.2344, -2.2825, -0.1475], [-0.5346, -1.5591, 1.5796], [-3.2324, -1.3213, 1.9574], [-1.7311, 1.7818, 2.1847], [-1.4383, 0.9927, 3.3721], [0.0227, 1.2358, 3.9794], [1.0682, 0.2035, 3.4467], [1.0049, -1.1763, 4.1836], [2.3174, -2.0389, 4.0603], [3.1933, -1.7228, 2.7894], [3.8254, -3.0621, 2.1811], [3.1860, -3.2443, 0.7260], [4.1004, -2.5338, -0.3312], [3.3460, -1.9813, -1.5895], [2.2216, -0.9245, -1.2794], [2.6960, 0.3078, -0.4279], [2.8702, 1.4835, -1.2546], [2.0225, 2.5387, -0.8124], [-4.4443, 3.3432, 2.6734], [-3.9859, 2.8015, 4.3333], [-5.1352, 4.1626, 4.1747], [-3.0183, 5.1886, 4.7669], [-3.1851, 5.5945, 3.0172], [-0.9022, 4.7328, 3.3397], [-1.5208, 3.4276, 4.5069], [-2.1050, 4.9107, 1.0739], [-1.7614, 1.2943, -1.7548], [-1.8636, -0.4769, -1.7678], [-4.1037, -0.7007, -1.6013], [-4.3196, 0.7457, -0.5541], [-5.6226, -0.0320, -3.8163], [-6.9229, 2.4730, -1.3122], [-8.2553, 1.7207, 0.7487], [-8.6151, -0.7711, 1.2590], [-7.6640, -2.4984, -0.3437], [-6.3427, -1.8348, -2.4011], [-0.5681, -2.4740, 1.9310], [-3.9931, -1.5758, 1.3982], [-1.5701, -0.1048, 3.3313], [-2.1337, 1.3469, 4.1830], [0.4018, 2.2615, 3.7373], [-0.0849, 1.0703, 5.0833], [2.0853, 0.6285, 3.6837], [1.0262, 0.1434, 2.3336], [0.8739, -0.9402, 5.2786], [0.1352, -1.8208, 3.9106], [2.1021, -3.1410, 4.1132], [2.9295, -1.8328, 4.9792], [2.6415, -1.2504, 1.9464], [4.0433, -1.0744, 3.1362], [4.9172, -2.8860, 2.0021], [3.6439, -3.9540, 2.8225], [3.0615, -4.3306, 0.5479], [2.1516, -2.8101, 0.6723], [4.7362, -1.7192, 0.1014], [4.8390, -3.3180, -0.7221], [4.0630, -1.4880, -2.3064], [2.8964, -2.8356, -2.1716], [1.3395, -1.4586, -0.8349], [1.8466, -0.4996, -2.2519], [3.6881, 0.1084, 0.0478], [1.9849, 0.5875, 0.3899], [2.3815, 3.4700, -1.3249], [2.0948, 2.7325, 0.2926], [0.9519, 2.4066, -1.1225], [5.7650, -5.6091, -1.5167], [5.7910, -4.0205, -2.6239], [6.9360, -5.4322, 0.0128], [3.9622, -6.1115, -1.0151], [6.1495, -6.4244, -2.1192], [-0.6779, 7.6444, 4.3885], [-0.7706, 9.5608, 4.6295], [0.4885, 7.1625, 2.9191], [-0.1849, 6.7244, 6.0145], [-1.6758, 7.3094, 4.1277], [-4.1862, -1.9835, -6.4960], [-4.0281, -3.8230, -7.0663], [-5.0237, -1.8505, -4.7532], [-2.4921, -1.0560, -6.5402], [-4.8360, -1.4842, -7.2073], [0.6136, 12.9985, 6.1459], [2.1133, 14.1415, 5.7191], [1.0197, 11.7932, 7.6029], [-0.9941, 14.0181, 6.4883], [0.4217, 12.3870, 5.2713], [-1.1216, -5.0017, -0.4017], [-2.1548, -5.7079, -1.8760], [-1.8165, -5.5846, 1.3086], [0.7647, -5.3997, -0.5840], [-1.2253, -3.9221, -0.4322], [8.8894, -2.7363, -5.3648], [8.6268, -3.8798, -6.9012], [7.3663, -1.5736, -5.0681], [9.3453, -3.7488, -3.7794], [9.7361, -2.0960, -5.5850], [0.0855, -4.3179, -4.3905], [0.6239, -5.4605, -5.8519], [1.5893, -3.3713, -3.6210], [-1.3310, -3.1041, -4.9022], [-0.3155, -4.9617, -3.6146], [-2.7911, -6.5450, -8.4617], [-1.5413, -5.3017, -9.2569], [-3.9890, -7.3011, -9.7781], [-1.8876, -7.9182, -7.4412], [-3.3999, -5.9810, -7.7640], [-2.0126, 9.8131, 9.8432], [-0.3708, 9.5528, 10.8320], [-1.7505, 9.5493, 7.9449], [-3.4483, 8.7138, 10.5304], [-2.3081, 10.8471, 9.9831], [-4.4481, 0.7923, -10.2082], [-4.2782, -1.0579, -10.7460], [-5.3047, 0.9552, -8.4811], [-2.7492, 1.7133, -10.2532], [-5.0940, 1.2777, -10.9310], [5.2716, -2.9462, 7.6352], [3.5851, -2.0357, 7.9030], [5.1492, -4.8238, 8.0769], [5.9549, -2.6711, 5.8459], [5.9849, -2.5029, 8.3208], [2.2038, -9.4835, -6.0308], [2.3105, -11.2873, -6.7187], [1.5666, -9.4484, -4.2047], [3.8816, -8.5398, -6.2217], [1.4721, -8.9558, -6.6331], [3.3057, 4.4260, 7.0002], [4.6681, 5.5629, 6.2352], [2.0465, 3.8180, 5.6597], [4.0684, 2.9478, 7.9846], [2.7486, 5.0283, 7.7093], [6.5895, -1.4096, -9.2358], [7.5368, 0.2121, -9.6973], [4.6723, -1.1780, -9.3433], [7.1905, -2.9160, -10.2887], [6.8255, -1.6322, -8.1999]], "mulliken_charge": [-1.05, -0.58, -0.15, 0.24, -0.26, -0.44, -0.06, 1.19, -1.81, 0.66, -0.05, -0.51, -0.21, 0.32, -0.20, -0.49, -0.50, -0.82, 0.17, 0.06, -0.66, -0.05, -0.61, 0.58, -0.81, -0.66, 0.75, -0.52, -0.53, 0.91, -1.37, 1.13, 0.73, -1.06, 0.25, 0.74, -0.45, -0.41, 0.22, 0.21, 0.42, 0.47, 0.41, -0.33, 0.46, 0.35, 0.67, 0.58, 0.30, 0.14, 0.12, 0.40, 0.36, 0.40, 0.37, 0.01, 0.17, 0.34, 0.47, 0.18, 0.25, 0.34, 0.59, -1.07, 0.48, 0.07, 0.36, -0.23, -0.92, 0.39, 0.36, 0.41, -0.09, -0.52, 0.47, -1.19, 0.36, -0.18, -0.33, 0.59, 0.11, -0.57, 0.33, 0.21, 0.10, -0.41, 0.04, -0.03, 0.08, 0.47, -0.08, -0.06, -0.06, 0.06, 0.16, -0.36, 0.03, 0.13, 0.02, 0.21, -0.16, -0.02, 0.04, -0.01, 0.14, 0.87, -0.10, -0.10, 0.03, -0.66, -0.34, 0.02, -0.08, -0.04, 0.41, -0.10, 0.05, 0.21, 0.33, -0.17, 0.34, 0.00, -0.02, -0.03, -0.41, -0.33, -0.02, 0.06, -0.05, 0.34, -0.33, 0.00, -0.02, 0.00, 0.35, -0.33, -0.03, -0.01, 0.00, 0.35, -0.14, -0.03, 0.01, 0.00, 0.14, -0.39, 0.01, 0.11, -0.02, 0.35, 0.31, -0.01, 0.00, -0.02, -0.28], "e_lumo_ev": -3.06, "homo_ev": -10.8, "total_charge": 1, "gap_ha": 0.285}


Record 2
{"formula": "C17H28FN2O10S", "method": "the ωB97M-V functional and the def2-TZVPD basis", "symbols": ["N", "C", "C", "C", "O", "C", "O", "C", "C", "C", "N", "C", "C", "S", "O", "O", "F", "H", "H", "H", "H", "H", "H", "H", "H", "H", "H", "H", "H", "C", "C", "O", "C", "O", "O", "C", "H", "H", "H", "H", "H", "H", "H", "H", "C", "C", "O", "C", "O", "O", "C", "H", "H", "H", "H", "H", "H", "H", "H"], "xyz": [[1.4488, -0.3204, 3.8505], [1.1119, -0.3189, 2.4061], [-0.4154, -0.1073, 2.0928], [-1.0640, 1.1052, 2.9074], [-2.1586, 0.5462, 3.7095], [-3.2789, 1.3429, 3.6713], [-3.2884, 2.5358, 3.7152], [-4.6366, 0.5290, 3.5933], [-5.3859, 0.2846, 4.8512], [-6.6101, -0.5095, 4.7234], [-7.0479, -1.0035, 3.4935], [-6.3760, -0.7496, 2.3145], [-5.1267, 0.0321, 2.3013], [-4.3411, 0.2883, 0.6858], [-4.0315, -1.0286, 0.1737], [-3.2090, 1.1794, 0.7223], [-5.4379, 0.9554, -0.3399], [0.6208, -0.3747, 4.4439], [2.1083, -1.0673, 4.0685], [1.4184, -1.3062, 1.9505], [1.7253, 0.4759, 1.9036], [-0.4997, 0.1672, 1.0063], [-0.9744, -1.0706, 2.2276], [-1.3985, 1.8893, 2.1797], [-0.3162, 1.5267, 3.6417], [-5.0379, 0.6825, 5.8356], [-7.2302, -0.7479, 5.6239], [-7.8954, -1.5743, 3.4609], [-6.7727, -1.1749, 1.3563], [1.7256, 3.0780, -3.1890], [1.8271, 3.2469, -1.6863], [2.4995, 2.1324, -1.0822], [3.8331, 2.1240, -1.2139], [4.4953, 2.9569, -1.7737], [4.2984, 1.0085, -0.6339], [5.7068, 0.8235, -0.7880], [1.2619, 2.1202, -3.4371], [1.1333, 3.8834, -3.6270], [2.7116, 3.0849, -3.6548], [0.8253, 3.2741, -1.2543], [2.3188, 4.1840, -1.4160], [6.2618, 1.6992, -0.4521], [5.9406, 0.5975, -1.8295], [5.9983, -0.0275, -0.1738], [2.0141, -1.4779, -1.6260], [3.2764, -1.7564, -2.4149], [3.1140, -2.8917, -3.2747], [2.4137, -2.6698, -4.3938], [1.9301, -1.6188, -4.7308], [2.3238, -3.8259, -5.0627], [1.5153, -3.7515, -6.2368], [1.6933, -2.3729, -1.0864], [2.1795, -0.6707, -0.9100], [1.1914, -1.1911, -2.2830], [4.0871, -2.0022, -1.7274], [3.5955, -0.8830, -2.9885], [1.8410, -2.9445, -6.8933], [0.4681, -3.6211, -5.9597], [1.6189, -4.6950, -6.7706]], "mulliken_charge": [-0.59, -0.20, -0.38, -0.77, -0.25, 0.06, -0.45, 0.73, -0.39, -0.37, 0.01, -0.48, 0.22, 1.28, -0.55, -0.47, -0.23, 0.19, 0.27, 0.28, 0.01, 0.24, 0.27, 0.42, 0.61, 0.47, 0.39, 0.30, 0.42, -1.11, -0.23, -0.22, 0.64, -0.58, -0.20, -0.80, 0.24, 0.40, 0.31, 0.30, 0.33, 0.35, 0.32, 0.24, -0.72, -0.20, -0.37, 0.72, -0.55, -0.36, -0.63, 0.35, 0.10, 0.30, 0.29, 0.25, 0.29, 0.29, 0.23], "e_lumo_ev": -5.79, "homo_ev": -11.2, "total_charge": 1, "gap_ha": 0.197}


no.,energy (Ha)
1,-110698.30764
2,-2024.21649